Record 1
Formula: C35H31Cl40O3PSSi
Source: OMol25
Level of theory: ωB97M-V/def2-TZVPD

Values from the calculation:
electronic energy: -21014.550034 Ha
gap between HOMO and LUMO: 7.93 eV
HOMO energy: -8.7 eV
net charge: 0
largest force on an atom: 0.0645 hartree/bohr

XYZ file:
```
112
Properties=species:S:1:pos:R:3:forces:R:3:lowdin_charge:R:1
C 4.101886 -1.063376 -0.178242 0.309 0.137 -0.122 -0.117
C 4.528440 0.032782 -1.183174 -0.170 -0.938 0.060 -0.234
C 3.533131 0.188185 -2.345192 0.423 0.464 -0.452 -0.197
C 2.996886 1.607746 -2.584287 0.231 -0.132 0.368 -0.213
C 2.527290 2.353457 -1.337512 -0.853 0.096 -0.072 -0.144
C 1.046434 2.239524 -1.026176 0.029 -0.019 0.129 -0.169
C 0.219512 1.292692 -1.612673 0.174 0.525 0.289 0.055
C -1.108462 1.231492 -1.218602 -0.081 -0.167 0.036 -0.070
C -1.647429 2.103247 -0.269736 0.603 -0.017 -0.052 -0.085
C -0.833980 3.082480 0.333242 -0.347 -0.083 -0.323 -0.135
Si -1.425736 4.293378 1.675717 0.446 0.497 0.104 0.585
C -1.610990 3.346054 3.286772 0.387 0.049 -0.482 -0.202
C 0.001045 5.512154 1.952458 -0.610 -0.078 -0.194 -0.184
C -2.911332 5.351970 1.231500 -0.228 -0.264 0.386 -0.174
C 0.500881 3.105871 -0.073454 -0.162 -0.050 0.110 -0.028
C -3.074157 1.874387 0.066050 -0.124 -0.475 -0.069 -0.291
O -3.899041 2.731742 0.248045 -0.136 0.590 0.439 0.130
C -3.475717 0.433426 0.132630 0.242 -0.422 -0.197 -0.061
C -4.346558 -0.027282 1.105774 0.064 -0.146 -0.158 -0.021
C -4.641569 -1.388895 1.133702 -0.442 -0.003 -0.502 -0.403
P -5.704320 -2.095930 2.403424 1.215 -0.758 1.248 0.377
S -4.708312 -2.575654 4.016862 -0.131 0.106 -0.068 0.086
C -4.089123 -2.261079 0.197330 0.054 0.242 0.150 -0.042
C -3.220927 -1.814841 -0.798462 0.188 0.631 0.453 -0.146
C -2.609882 -2.765450 -1.771963 -0.503 -0.628 -0.994 -0.094
C -3.578737 -3.100751 -2.930264 -0.544 0.592 2.343 -0.352
C -5.039069 -2.818779 -2.675319 0.733 1.294 -2.966 0.000
O -4.120466 -2.051236 -3.603530 0.152 0.012 -0.937 -0.072
C -2.925505 -0.444110 -0.814333 -0.154 -0.272 0.120 -0.002
C -1.973328 0.165914 -1.801619 -0.181 0.345 0.806 -0.277
O -1.899174 -0.158100 -2.951484 0.259 -0.450 -0.805 0.143
H 3.105741 -1.438465 -0.396868 -0.224 0.104 0.168 0.060
H 4.156757 -0.728367 0.853642 -0.168 0.048 0.090 0.039
H 4.762857 -1.923768 -0.256035 0.062 -0.097 0.028 0.053
H 5.476826 -0.305184 -1.594498 0.177 0.232 -0.105 0.097
H 4.739344 0.966080 -0.669396 -0.130 0.164 -0.020 0.088
H 4.063104 -0.090151 -3.256811 -0.117 -0.084 -0.168 0.108
H 2.708507 -0.519700 -2.281217 -0.096 -0.067 0.324 0.077
H 2.188565 1.536402 -3.310414 -0.046 0.204 -0.123 0.108
H 3.772464 2.210818 -3.047595 0.138 -0.058 -0.082 0.041
H 2.725561 3.419955 -1.441269 0.161 0.087 -0.032 0.096
H 3.042873 2.040567 -0.430464 0.261 -0.076 -0.049 0.114
H 0.626039 0.610474 -2.341992 -0.239 -0.173 -0.128 0.111
H -0.601520 3.035842 3.563331 0.078 -0.116 -0.006 0.022
H -1.947673 3.990017 4.094266 -0.319 0.001 0.045 0.021
H -2.204577 2.437674 3.213877 -0.257 0.045 0.126 0.008
H 0.432519 5.832072 1.005584 0.224 -0.058 -0.048 0.028
H -0.450530 6.412243 2.369147 0.078 0.045 0.278 0.025
H 0.762307 5.139760 2.632178 0.192 0.027 -0.042 0.031
H -3.314896 5.185596 0.240491 0.097 0.066 -0.184 0.022
H -2.705788 6.406853 1.399852 0.164 0.109 -0.166 0.024
H -3.715583 5.100013 1.925416 -0.106 -0.096 -0.012 0.032
H 1.168736 3.824026 0.386233 0.051 0.046 -0.011 0.098
H -4.749380 0.652994 1.845244 -0.047 0.090 -0.022 0.116
H -6.745755 -1.220844 2.683614 -0.180 0.045 -0.358 -0.094
H -6.267514 -3.241746 1.815597 -0.257 0.322 -0.333 -0.011
H -4.338243 -3.312937 0.258065 0.045 -0.102 -0.075 0.121
H -2.401191 -3.732963 -1.316978 0.182 0.051 0.341 0.122
H -1.695946 -2.360904 -2.194635 0.022 -0.090 0.052 0.050
H -3.364317 -3.994480 -3.495453 0.130 -0.194 -0.163 0.094
H -5.397934 -1.934749 -2.174946 -0.380 -0.832 1.412 0.112
H -5.712323 -3.293063 -3.376262 -0.467 -0.484 0.611 0.101
Cl 2.368927 -2.298968 3.349936 0.005 -0.012 -0.003 0.532
C 3.582251 -3.544513 3.040066 -0.033 0.049 -0.050 -2.041
Cl 3.084380 -4.518162 1.651573 0.000 0.003 0.000 0.527
Cl 5.137805 -2.787272 2.699400 -0.248 0.054 -0.100 0.506
Cl 3.738444 -4.583300 4.463029 0.003 -0.003 -0.003 0.524
Cl 6.032819 3.826914 -2.576840 -0.005 0.037 -0.007 0.536
C 5.390662 5.291961 -3.339690 0.022 0.021 0.006 -2.038
Cl 3.732855 5.003953 -3.880462 0.011 0.000 0.008 0.554
Cl 5.410801 6.609184 -2.167922 -0.045 0.002 -0.051 0.501
Cl 6.393660 5.716234 -4.728473 0.003 -0.010 0.012 0.536
Cl 1.247103 -4.614406 -5.511032 -0.321 0.357 0.120 0.453
C -0.042257 -3.982261 -4.471637 -0.112 0.010 -0.104 -1.994
Cl -0.901208 -5.350178 -3.746657 0.028 -0.033 -0.026 0.569
Cl 0.656528 -2.991322 -3.198290 0.347 0.035 0.128 0.572
Cl -1.153915 -2.991864 -5.407701 -0.047 -0.061 -0.014 0.587
Cl -1.078020 -5.973365 -10.783864 -0.005 0.011 0.010 0.523
C -1.257287 -4.645608 -9.631646 0.027 -0.017 -0.021 -2.053
Cl -2.890971 -4.664431 -8.958925 -0.002 0.003 0.005 0.521
Cl -0.087536 -4.832059 -8.321510 -0.130 -0.018 -0.209 0.484
Cl -0.978252 -3.108235 -10.455192 -0.001 -0.005 0.002 0.525
Cl -4.071424 2.684538 7.138786 -0.003 0.014 -0.021 0.522
C -2.836591 1.467043 6.792002 0.029 -0.022 -0.021 -2.038
Cl -3.340721 0.488062 5.411829 0.023 -0.017 0.045 0.498
Cl -1.300468 2.275390 6.446158 -0.034 -0.081 0.093 0.543
Cl -2.638085 0.416351 8.196031 -0.015 0.010 -0.007 0.507
Cl -3.712876 -3.648394 7.625454 -0.009 0.013 -0.010 0.513
C -4.899938 -2.956993 8.732293 0.019 0.044 -0.080 -2.058
Cl -5.898960 -4.246740 9.412430 0.007 0.008 0.001 0.522
Cl -4.059232 -2.114263 10.040344 -0.014 -0.061 0.119 0.498
Cl -5.921022 -1.811423 7.863226 0.005 -0.001 -0.017 0.511
Cl -9.904258 2.461273 2.486277 0.009 -0.018 -0.007 0.536
C -9.660986 0.930970 1.645281 -0.032 0.022 0.010 -2.049
Cl -10.430615 -0.374660 2.552843 0.004 -0.005 0.001 0.527
Cl -10.360372 1.021843 0.028538 0.012 -0.006 0.011 0.533
Cl -7.924913 0.601489 1.515503 -0.135 0.264 -0.179 0.532
Cl 6.214022 8.749815 0.495988 0.004 -0.012 0.009 0.505
C 7.705441 7.965441 1.037673 0.023 -0.018 0.007 -2.058
Cl 7.799131 8.043107 2.798880 -0.006 0.006 -0.006 0.527
Cl 7.709428 6.276824 0.521248 0.019 0.012 0.040 0.506
Cl 9.093410 8.799427 0.334695 -0.009 -0.001 -0.005 0.526
Cl 6.523862 -6.193017 -5.609231 -0.015 -0.005 0.005 0.524
C 5.121991 -7.117141 -5.059850 0.010 0.012 -0.057 -2.048
Cl 3.668362 -6.112273 -5.175028 0.450 -0.308 0.151 0.469
Cl 4.927941 -8.552033 -6.071287 -0.001 0.015 0.007 0.526
Cl 5.359157 -7.606247 -3.380033 -0.004 0.005 -0.003 0.525
Cl 10.194535 -4.505729 3.573347 -0.005 0.013 0.000 0.525
C 9.143934 -3.222074 4.180284 0.006 -0.033 0.037 -2.055
Cl 9.066805 -1.914376 2.990071 -0.002 0.009 -0.010 0.514
Cl 7.520819 -3.857930 4.444508 0.301 -0.114 0.198 0.490
Cl 9.794160 -2.595651 5.698341 -0.004 0.000 -0.017 0.526
```
Forces are in eV/Å.


Record 2
Formula: C35H31Co2N2O8
Source: OMol25
Level of theory: ωB97M-V/def2-TZVPD

Values from the calculation:
electronic energy: -4829.218591 Ha
gap between HOMO and LUMO: 5.83 eV
HOMO energy: -4.0 eV
net charge: -1
energy above the lowest of the compared OMol25 structures with the same formula, charge and spin: 0.0 kcal per mole
largest force on an atom: 0.0916 hartree/bohr

XYZ file:
```
78
Properties=species:S:1:pos:R:3:forces:R:3:lowdin_charge:R:1
O -4.253076 -0.239933 -5.036034 0.846 -0.322 0.661 0.091
C -3.344054 -0.804332 -4.590883 -0.912 -0.381 -1.245 -0.182
Co -1.979766 -1.619910 -3.898805 1.178 -0.788 -0.623 0.080
C -0.947003 -0.221509 -4.153982 0.967 1.258 -0.614 -0.198
O -0.364170 0.745065 -4.404400 -0.474 -0.741 0.389 0.083
C -2.511619 -1.791534 -2.234070 -0.944 -0.958 2.007 -0.192
O -3.036696 -1.901371 -1.204600 0.595 0.352 -1.243 0.056
C -2.097646 -3.456899 -4.923260 -2.439 1.651 -0.916 -0.296
C -3.394717 -4.099813 -4.703550 -0.414 -0.821 -0.149 -0.216
C -3.852213 -4.383352 -3.395818 -0.166 -0.077 -0.318 -0.057
C -5.183415 -4.724963 -3.167085 0.331 0.043 -0.151 -0.096
C -6.064198 -4.864008 -4.244464 0.021 -0.041 -0.133 -0.123
C -5.577540 -4.773561 -5.553850 0.130 0.037 0.244 -0.107
C -4.248035 -4.416254 -5.789307 0.015 0.194 0.544 -0.030
C -1.325507 -3.346492 -6.100869 -3.028 0.649 -1.934 -0.375
C -1.380407 -3.016212 -7.393758 0.480 -0.248 0.198 -0.036
Co -0.347292 -3.746878 -4.689053 3.890 0.056 2.653 0.074
C -0.280000 -4.043117 -2.931842 0.234 -0.700 2.158 -0.136
O -0.181696 -4.227631 -1.792488 -0.259 0.334 -1.750 0.100
C 0.878209 -2.427859 -4.758905 1.512 1.379 0.150 -0.121
O 1.721092 -1.635406 -4.746410 -1.221 -1.226 -0.189 0.107
C 0.540179 -5.153459 -5.333194 0.515 -1.188 0.309 -0.103
O 1.176674 -6.073117 -5.621735 -0.865 1.254 0.042 0.109
H -3.155596 -4.305171 -2.555939 -0.297 0.132 -0.336 0.094
H -5.525119 -4.865347 -2.138483 0.026 0.024 -0.339 0.098
H -7.122673 -5.046221 -4.056738 0.245 -0.091 -0.097 0.086
H -6.234078 -4.966628 -6.403932 0.091 0.070 0.246 0.091
H -3.867984 -4.348559 -6.811355 -0.080 0.147 0.348 0.102
H -0.483912 -3.155114 -8.004433 -0.289 0.314 -0.032 0.031
H -2.264224 -2.549288 -7.840501 0.206 -0.368 0.089 0.044
H 2.809451 0.299021 3.941062 -0.185 0.404 -0.050 0.150
C 2.543927 1.356431 3.747462 -0.409 -0.281 -1.129 -0.266
C 1.007998 1.471959 3.751356 0.489 -0.055 -0.052 -0.312
O 0.610636 0.868712 4.969294 -0.659 -0.003 0.601 -0.003
C 0.344791 0.798942 2.553584 -0.069 0.203 0.449 -0.106
C 0.880933 -0.352023 2.024872 -0.517 0.058 -0.381 0.003
C 0.266744 -0.927986 0.885197 -0.676 0.719 -0.041 -0.093
N -0.814800 -0.409827 0.305748 0.622 -0.703 0.327 0.123
C -1.419393 0.668661 0.854233 0.808 0.377 1.063 -0.205
C -0.864861 1.337658 2.014891 -0.038 -0.788 -1.057 -0.091
C -1.506810 2.500612 2.494688 -1.265 1.163 -0.300 0.025
C -2.653113 3.013238 1.844873 1.575 -0.875 0.568 -0.267
O -3.241127 4.197199 2.148650 0.080 0.465 0.626 -0.096
C -2.677796 5.043208 3.176388 -0.288 -0.615 -0.573 -0.065
C -3.239708 2.292874 0.763725 0.425 0.039 0.200 0.005
C -2.624208 1.167987 0.284311 -0.137 0.035 -0.055 0.012
C 3.228613 2.256175 4.788066 0.164 -0.142 0.206 -0.083
C 4.339374 3.064855 4.087017 -0.518 -0.622 -0.805 -0.250
C 3.629653 3.984756 3.070784 0.474 0.328 0.585 -0.142
C 2.838471 3.141065 2.087305 -0.139 -1.668 -0.480 -0.128
N 2.988776 1.648359 2.369627 0.428 1.285 -0.011 -0.104
C 4.416483 1.307309 2.244710 -0.807 0.513 -0.196 -0.139
C 5.259175 2.092614 3.262875 0.230 0.488 0.436 -0.268
C 6.080403 1.202715 4.169128 0.606 0.685 0.303 -0.132
C 6.756403 1.717782 5.207580 -0.042 -0.667 -0.507 0.005
H 0.783857 2.554661 3.784978 -0.090 -0.381 -0.126 0.125
H -0.348874 0.967795 5.084534 0.416 -0.077 -0.155 0.106
H 1.785208 -0.803244 2.436242 -0.310 0.182 -0.159 0.112
H 0.702967 -1.825528 0.437441 -0.249 0.284 -0.030 0.109
H -1.093263 3.028075 3.358729 -0.202 -0.102 -0.383 0.092
H -3.354667 5.896755 3.205779 0.161 -0.048 0.102 0.087
H -2.668900 4.536994 4.151939 -0.002 0.077 -0.225 0.090
H -1.661947 5.377349 2.917674 -0.229 -0.180 -0.005 0.094
H -4.153952 2.677999 0.318051 0.192 -0.066 0.060 0.119
H -3.048554 0.619977 -0.551748 0.110 0.051 0.104 0.105
H 2.485668 2.933730 5.236659 0.272 -0.112 0.018 0.121
H 3.626109 1.603188 5.572517 0.021 0.378 0.056 0.117
H 4.937241 3.625812 4.807733 -0.135 0.023 -0.142 0.122
H 2.949382 4.660771 3.596325 0.175 0.100 0.070 0.110
H 4.360927 4.586160 2.523379 0.011 0.096 0.170 0.110
H 1.770479 3.402746 2.093735 0.311 -0.221 -0.092 0.112
H 3.214616 3.291303 1.065266 -0.258 -0.094 0.217 0.120
H 4.522689 0.221406 2.362298 0.011 0.153 0.016 0.117
H 4.719239 1.582694 1.226207 -0.048 -0.265 0.144 0.123
H 5.939741 2.739880 2.680823 -0.012 -0.207 0.318 0.144
H 6.152834 0.146190 3.870986 0.016 0.385 0.427 0.106
H 7.399667 1.101002 5.835464 -0.200 0.159 -0.112 0.051
H 6.726001 2.790833 5.417277 -0.006 -0.421 0.030 0.058
```
Forces are in eV/Å.


What is the HOMO energy in the second record?
-4.0 eV